No. 1
ORCA calculation (ωB97M-V with the def2-TZVPD basis set) on C4H11N3O in the gas phase at a distorted geometry.

Atoms and positions in Å:
C  -0.91  2.53  0.20
N  -0.79  1.40  1.11
N  -0.23  0.22  0.66
C  1.09  0.27  -0.16
C  1.21  -1.11  -0.81
C  -0.21  -1.67  -0.65
N  -0.27  -2.68  0.33
O  -1.12  -0.45  -0.23
H  -1.35  2.17  -0.73
H  0.04  3.03  -0.01
H  -1.58  3.25  0.65
H  -0.38  1.64  2.00
H  1.03  1.05  -0.91
H  1.88  0.48  0.56
H  1.91  -1.75  -0.30
H  1.49  -1.03  -1.87
H  -0.70  -1.99  -1.57
H  -1.22  -2.99  0.51
H  0.13  -2.37  1.21

Summary:
ΔE to the lowest compared entry with this formula, charge and spin: 3.8958 eV
total energy: -10841.3154 eV
SMILES: CNN1CC[C@@H](N)O1
E_HOMO: -0.2927 Eh

No. 2
ORCA calculation (ωB97M-V with the def2-TZVPD basis set) on C3H4N2O2 in the gas phase at a distorted geometry.

Atoms and positions in Å:
C  0.15  1.69  -0.15
N  0.11  0.39  0.01
N  0.55  -0.40  -0.98
C  0.03  -1.67  -1.10
O  -0.93  -2.20  -0.57
C  -0.26  0.00  1.40
O  -0.33  -1.09  1.84
H  0.13  2.38  0.69
H  0.32  2.07  -1.14
H  -0.42  0.95  1.92
H  0.63  -2.18  -1.88

Summary:
ΔE to the lowest compared entry with this formula, charge and spin: 4.4286 eV
total energy: -10247.8365 eV
E_HOMO (spin up / spin down): -0.3350 / -0.3350 Eh

No. 3
ORCA calculation (ωB97M-V with the def2-TZVPD basis set) on 16 unconnected molecules or ions with the total composition C3H38O16 at a distorted geometry.

Atoms and positions in Å:
C  -0.77  2.52  -0.79
O  -1.84  1.80  -1.39
C  0.47  1.66  -0.91
C  0.45  0.43  0.02
H  -0.69  3.49  -1.33
H  -1.04  2.72  0.26
H  -2.71  2.02  -1.00
H  0.61  1.35  -1.91
H  1.45  2.26  -0.68
H  -0.24  -0.40  -0.31
H  1.50  -0.04  0.09
H  0.16  0.71  1.07
H  -4.30  2.85  0.51
H  -3.81  1.31  0.47
O  -4.14  2.09  -0.07
H  0.71  -2.66  0.93
H  0.22  -2.92  -0.54
O  1.00  -2.92  0.01
H  3.68  -0.15  -0.46
H  4.85  0.11  0.52
O  4.22  0.53  -0.02
H  -1.59  0.01  -3.63
H  -1.35  0.30  -2.13
O  -1.17  -0.37  -2.83
H  -1.69  0.36  2.49
H  -0.28  0.68  3.21
O  -1.07  0.16  3.27
H  2.33  -2.04  -0.61
H  2.46  -1.37  -1.96
O  2.96  -1.49  -1.14
H  1.98  -0.08  3.21
H  2.44  -1.24  4.18
O  2.33  -0.99  3.25
H  -0.47  -1.33  2.78
H  0.96  -1.91  2.63
O  0.04  -2.10  2.41
H  -1.86  -2.56  0.03
H  -1.42  -2.48  1.51
O  -2.18  -2.37  0.90
H  -1.20  -1.88  -2.05
H  -1.66  -3.44  -2.06
O  -1.18  -2.72  -1.56
H  1.01  -2.31  -3.00
H  0.45  -0.85  -3.10
O  1.28  -1.40  -3.24
H  3.38  1.72  0.87
H  2.97  3.25  0.75
O  2.99  2.47  1.37
H  -2.01  0.48  0.29
H  -2.62  -0.80  1.02
O  -2.56  0.24  1.06
H  1.81  1.88  2.42
H  1.38  2.08  3.89
O  1.28  1.47  3.18
H  -2.21  1.94  -3.14
H  -1.81  2.41  -4.51
O  -2.23  1.72  -4.05

Summary:
ΔE to the lowest compared entry with this formula, charge and spin: 0.0000 eV
total energy: -36490.6410 eV
E_HOMO: -0.3852 Eh

No. 4
ORCA calculation (ωB97M-V with the def2-TZVPD basis set) on 4 unconnected molecules or ions with the total composition C3H17N2O3 at a distorted geometry.

Atoms and positions in Å:
C  -0.34  -1.95  -0.49
C  0.85  -1.09  -0.07
C  1.29  -0.12  -1.22
N  0.21  0.86  -1.56
N  -1.37  -1.28  -1.32
H  -0.92  -2.37  0.37
H  0.10  -2.83  -0.98
H  0.80  -0.57  0.88
H  1.70  -1.79  0.15
H  2.25  0.34  -0.95
H  1.50  -0.65  -2.18
H  -0.16  1.23  -0.70
H  -0.94  -0.69  -2.06
H  0.52  1.52  -2.26
H  -1.86  -0.50  -0.87
H  -2.06  -1.83  -1.82
H  0.36  1.77  0.94
H  0.04  0.85  2.30
O  -0.26  1.35  1.55
H  -2.75  -1.36  2.25
H  -1.99  -0.12  1.90
O  -2.42  -0.88  1.48
H  2.71  2.26  1.68
H  1.73  3.27  1.12
O  2.20  2.46  0.89

Summary:
ΔE to the lowest compared entry with this formula, charge and spin: 1.7809 eV
total energy: -12503.0799 eV
E_HOMO: -0.4942 Eh
net charge: +1

No. 5
ORCA calculation (ωB97M-V with the def2-TZVPD basis set) on 2 unconnected molecules or ions with the total composition C3H10N3Si at a distorted geometry.

Atoms and positions in Å:
C  1.01  -0.61  -1.62
C  0.29  2.05  0.41
C  -0.13  -0.91  1.48
N  -1.54  0.04  -0.69
N  -2.64  -0.06  -0.21
N  -3.69  -0.18  0.14
Si  0.11  0.20  -0.14
H  1.66  0.16  -2.04
H  1.75  -1.30  -1.16
H  0.58  -1.18  -2.44
H  0.68  2.64  -0.53
H  -0.73  2.31  0.35
H  0.74  2.32  1.40
H  0.71  -1.07  2.14
H  -1.02  -0.56  2.03
H  -0.57  -1.73  0.99
H  -4.90  -0.89  2.28

Summary:
ΔE to the lowest compared entry with this formula, charge and spin: 6.2372 eV
total energy: -15607.7722 eV
E_HOMO (spin up / spin down): -0.5681 / -0.5184 Eh
net charge: +1

No. 6
ORCA calculation (ωB97M-V with the def2-TZVPD basis set) on 2 unconnected molecules or ions with the total composition CH5FP2 at a distorted geometry.

Atoms and positions in Å:
C  -0.94  0.00  -0.80
F  0.71  -2.36  0.07
P  1.54  0.69  0.93
P  0.91  -0.11  -0.93
H  -1.24  0.95  -0.97
H  -1.29  -0.34  0.18
H  -1.35  -0.75  -1.67
H  2.61  -0.12  0.99
H  0.64  0.08  1.69

Summary:
ΔE to the lowest compared entry with this formula, charge and spin: 2.7712 eV
total energy: -22410.1390 eV
E_HOMO (spin up / spin down): -0.3714 / -0.3714 Eh

No. 7
ORCA calculation (ωB97M-V with the def2-TZVPD basis set) on 26 unconnected molecules or ions with the total composition C23H82ClO28P at a distorted geometry.

Atoms and positions in Å:
C  6.86  -3.15  1.50
C  7.56  -2.75  0.20
C  6.67  -2.21  -0.90
C  5.53  -1.34  -0.46
C  4.72  -0.77  -1.64
C  4.49  0.74  -1.52
C  3.02  1.13  -1.63
C  2.30  1.30  -0.28
C  1.00  0.52  -0.25
C  0.14  0.81  0.96
C  -0.77  1.98  0.67
C  -1.67  1.69  -0.50
C  -3.01  1.06  -0.14
C  -3.20  -0.42  -0.30
C  -2.39  -1.18  -1.04
C  -2.55  -2.50  -1.15
P  -1.29  -3.33  -2.09
O  -1.85  -4.83  -2.25
Cl  0.21  -3.47  -0.62
C  -3.58  -3.12  -0.57
C  -4.40  -2.39  0.16
C  -4.24  -1.06  0.31
C  -5.24  -0.34  1.12
O  -5.13  0.82  1.48
C  -6.44  -1.05  1.51
C  -6.57  -2.36  1.39
C  -5.49  -3.10  0.82
O  -5.46  -4.33  0.91
H  7.20  -2.52  2.29
H  5.79  -3.14  1.45
H  7.16  -4.14  1.77
H  8.02  -3.64  -0.18
H  8.38  -2.08  0.43
H  7.28  -1.59  -1.53
H  6.30  -2.99  -1.54
H  5.88  -0.51  0.14
H  4.82  -1.88  0.14
H  3.79  -1.27  -1.77
H  5.30  -0.97  -2.52
H  4.98  1.16  -2.38
H  4.99  1.16  -0.68
H  2.55  0.39  -2.25
H  2.96  2.04  -2.17
H  2.08  2.35  -0.20
H  2.95  0.95  0.49
H  0.49  0.68  -1.19
H  1.28  -0.52  -0.23
H  0.78  1.05  1.79
H  -0.41  -0.08  1.27
H  -0.19  2.86  0.48
H  -1.40  2.20  1.51
H  -1.10  1.17  -1.24
H  -1.91  2.63  -0.93
H  -3.75  1.54  -0.75
H  -3.25  1.33  0.86
H  -1.57  -0.72  -1.54
H  -1.26  -5.27  -2.87
H  -3.71  -4.16  -0.68
H  -7.24  -0.50  1.93
H  -7.46  -2.85  1.72
O  1.06  3.51  -2.16
H  1.70  4.12  -2.53
H  0.38  3.47  -2.83
O  5.57  3.34  -0.20
H  6.18  3.59  -0.90
H  6.11  3.33  0.60
O  0.53  5.50  -4.13
H  1.18  6.12  -4.50
H  -0.15  5.47  -4.81
O  -0.07  -3.43  -5.33
H  -0.97  -3.76  -5.28
H  0.29  -3.53  -4.44
O  -9.37  -3.80  0.60
H  -9.64  -4.54  1.15
H  -8.49  -4.04  0.29
O  -10.33  -4.14  3.20
H  -10.26  -3.20  3.02
H  -10.78  -4.21  4.05
O  -7.28  -6.84  1.45
H  -7.86  -6.26  1.95
H  -6.53  -6.28  1.21
O  -10.32  -5.81  5.70
H  -10.58  -6.56  6.23
H  -9.44  -6.04  5.38
O  -4.69  1.92  4.49
H  -4.49  1.16  5.05
H  -4.48  1.62  3.60
O  -0.69  4.60  2.16
H  -1.55  4.71  2.58
H  -0.78  5.10  1.34
O  10.16  -0.96  0.21
H  10.60  -0.97  -0.65
H  10.89  -0.96  0.83
O  -2.96  4.54  -0.68
H  -3.84  4.65  -0.30
H  -3.02  4.99  -1.54
O  -2.08  7.00  2.56
H  -2.47  7.87  2.43
H  -1.25  7.17  3.01
O  -2.89  6.50  -3.07
H  -2.16  6.94  -3.51
H  -3.52  6.32  -3.78
O  7.14  2.25  2.05
H  7.22  2.60  2.94
H  7.98  1.80  1.89
O  -6.12  4.87  5.63
H  -5.91  4.11  6.19
H  -5.90  4.57  4.75
O  0.33  7.75  -6.07
H  -0.08  8.31  -6.73
H  0.23  8.25  -5.24
O  9.36  -3.26  3.81
H  8.48  -3.31  4.20
H  9.25  -2.65  3.08
O  0.88  9.92  -4.00
H  1.48  10.19  -4.70
H  1.43  9.93  -3.20
O  12.70  -1.02  -1.83
H  13.12  -1.03  -2.69
H  13.43  -1.02  -1.21
O  -3.20  -5.99  1.74
H  -4.00  -5.46  1.61
H  -2.48  -5.36  1.71
O  -8.97  1.25  2.71
H  -9.75  1.80  2.58
H  -8.23  1.87  2.68
O  2.00  -4.06  -3.75
H  2.55  -4.45  -4.43
H  2.58  -3.96  -2.99
O  4.22  -3.51  -2.59
H  3.45  -3.67  -3.13
H  4.11  -4.10  -1.84
O  0.53  -4.60  2.66
H  0.18  -5.40  3.05
H  0.12  -4.56  1.78

Summary:
total energy: -104320.9722 eV
E_HOMO: -0.3389 Eh

No. 8
ORCA calculation (ωB97M-V with the def2-TZVPD basis set) on 2 unconnected molecules or ions with the total composition C3H3Cl2N4 at a distorted geometry.

Atoms and positions in Å:
C  0.18  0.01  -0.95
C  1.01  0.19  0.16
C  -0.23  0.09  1.87
N  -0.11  -1.19  -1.50
N  -0.34  0.97  -1.75
N  -0.71  -0.94  -2.60
N  -0.94  0.37  -2.74
Cl  -1.86  -0.12  1.23
Cl  0.10  -1.14  3.12
H  1.20  1.28  0.47
H  1.62  -0.55  0.37
H  0.09  1.02  2.33

Summary:
ΔE to the lowest compared entry with this formula, charge and spin: 0.6690 eV
total energy: -34163.2868 eV
E_HOMO: -0.1614 Eh
net charge: -1